Here is the molecule C4H3NO in a non-equilibrium geometry from the OMol25 dataset. Energies are from the ωB97M-V functional and the def2-TZVPD basis.

Geometry as ORCA input:
```
! RIJCOSX wB97M-V def2-TZVPD def2/J DEFGRID3
* xyz 0 1
O 0.584 -0.371 -1.752
C 1.187 -0.508 -0.496
C 0.380 -0.015 0.570
C -0.201 0.481 1.518
C -1.513 0.252 1.843
N -2.594 0.177 2.245
H -0.196 -0.934 -1.761
H 2.058 0.145 -0.477
H 1.472 -1.527 -0.225
*
```

Output
- SMILES string = N#CC#CCO
- HOMO (eV) = -10.59
- total energy (Eh) = -284.093482
- HOMO-LUMO gap (eV) = 10.3